1.
Here is a molecular structure, C21H33BFNiO4 at a distorted geometry from OMol25. Energies are from wB97M-V/def2-TZVPD.

Last column: natural (NBO) charge in e.
Cartesian coordinates (Å):
C1 5.421 2.029 1.946  -0.732
C2 4.556 2.290 0.776  0.856
O1 4.416 3.401 0.284  -0.643
O2 3.868 1.234 0.299  -0.561
C3 4.361 0.703 -1.010  -0.106
C4 3.261 0.749 -2.081  -0.408
C5 2.611 -0.600 -2.349  -0.401
C6 2.127 -1.333 -1.080  -0.396
C7 0.599 -1.361 -0.943  -0.610
B1 0.014 -2.334 0.287  0.305
C8 -0.870 -3.587 -0.305  -0.875
C9 -0.916 -1.351 1.265  -0.262
O3 -2.048 -0.866 0.500  -0.344
C10 -2.433 0.369 0.638  0.452
C11 -2.264 1.111 1.831  -0.259
C12 -2.700 2.421 1.935  0.006
C13 -2.505 3.195 3.203  -0.635
C14 -3.334 2.999 0.815  -0.094
C15 -3.521 2.274 -0.359  -0.235
C16 -3.097 0.956 -0.497  0.056
C17 -3.286 0.104 -1.725  -0.256
C18 -3.964 0.870 -2.879  -0.601
C19 -4.160 -1.115 -1.350  -0.608
C20 1.239 -2.836 1.285  -0.750
C21 0.743 -3.563 2.454  0.893
O4 0.424 -3.076 3.480  -0.590
F1 0.604 -4.874 2.303  -0.336
H1 4.766 1.859 2.797  0.280
H2 5.969 1.109 1.777  0.260
H3 6.073 2.873 2.119  0.262
H4 5.254 1.251 -1.295  0.210
H5 4.636 -0.324 -0.807  0.237
H6 2.456 1.485 -1.816  0.111
H7 3.728 1.105 -2.999  0.244
H8 3.357 -1.197 -2.867  0.220
H9 1.769 -0.466 -3.021  0.227
H10 2.517 -0.861 -0.183  0.187
H11 2.494 -2.351 -1.147  0.214
H12 0.295 -0.319 -0.752  0.161
H13 0.160 -1.624 -1.906  0.202
H14 -0.694 -3.679 -1.374  0.207
H15 -1.939 -3.527 -0.111  0.206
H16 -0.512 -4.524 0.119  0.224
H17 -0.300 -0.533 1.637  0.176
H18 -1.307 -1.901 2.120  0.232
H19 -1.793 0.637 2.677  0.242
H20 -1.914 4.083 2.976  0.227
H21 -1.925 2.609 3.906  0.228
H22 -3.436 3.547 3.631  0.241
H23 -3.677 4.018 0.874  0.225
H24 -4.019 2.764 -1.176  0.235
H25 -2.317 -0.218 -2.095  0.234
H26 -4.846 1.378 -2.503  0.204
H27 -3.273 1.580 -3.322  0.208
H28 -4.303 0.154 -3.614  0.227
H29 -3.563 -1.998 -1.155  0.240
H30 -4.832 -1.367 -2.162  0.220
H31 -4.769 -0.938 -0.468  0.211
H32 1.734 -1.958 1.693  0.217
H33 1.979 -3.433 0.757  0.237
Ni1 3.084 2.960 -1.033  0.879

For the HOMO-LUMO gap (spin up / spin down), the calculation gives 0.2614 / 0.2018 hartree. Its spin multiplicity is 3. Its maximum force is 1.53 eV/Å. As for the net charge: +1. As for the expectation value of S²: 2.03. For the LUMO energy (spin up / spin down), the calculation gives -4.156 / -5.755 eV. For the electronic energy, the calculation gives -74929.38840 eV.

=====

2.
Here is 2 unconnected molecules or ions with the total composition C15H22BF4O5 at a distorted geometry from OMol25. Energies are from wB97M-V/def2-TZVPD.

Last column: natural (NBO) charge in e.
Cartesian coordinates (Å):
C1 0.344 -4.144 2.531  -0.251
C2 0.925 -3.328 1.874  0.003
C3 1.387 -2.098 1.230  -0.543
C4 0.306 -1.418 0.361  0.298
C5 -0.511 -2.480 -0.400  -0.429
C6 -1.501 -1.961 -1.452  -0.399
C7 -2.828 -1.353 -0.921  -0.403
C8 -2.855 0.163 -1.083  -0.422
C9 -3.944 0.801 -0.232  -0.070
O1 -3.639 0.907 1.163  -0.516
C10 -2.891 1.962 1.592  0.793
C11 -2.089 2.800 0.632  -0.743
O2 -2.888 2.203 2.770  -0.555
C12 1.032 -0.568 -0.707  -0.458
C13 2.119 0.257 -0.103  0.223
C14 3.100 0.890 -1.184  -0.450
O3 3.336 -0.253 -0.103  -0.499
O4 -0.477 -0.475 1.110  -0.564
C15 -1.114 -0.999 2.194  0.647
O5 -1.030 -0.488 3.270  -0.522
H1 -0.150 -4.808 3.196  0.234
H2 1.765 -1.436 2.003  0.264
H3 2.200 -2.372 0.561  0.260
H4 -1.073 -3.107 0.286  0.215
H5 0.221 -3.087 -0.927  0.222
H6 -1.054 -1.252 -2.144  0.206
H7 -1.771 -2.830 -2.051  0.207
H8 -3.652 -1.793 -1.481  0.200
H9 -2.943 -1.643 0.120  0.198
H10 -3.071 0.430 -2.118  0.208
H11 -1.881 0.576 -0.849  0.215
H12 -4.815 0.151 -0.280  0.190
H13 -4.271 1.760 -0.626  0.176
H14 -1.174 2.284 0.360  0.248
H15 -1.826 3.720 1.136  0.251
H16 -2.637 3.075 -0.264  0.219
H17 1.536 -1.191 -1.437  0.240
H18 0.344 0.152 -1.139  0.221
H19 1.867 0.884 0.742  0.191
H20 2.979 1.878 -0.643  0.208
H21 4.184 1.060 -1.248  0.359
H22 -1.739 -1.887 2.066  0.119
B1 6.041 3.809 -1.561  1.346
F1 4.988 3.004 -2.059  -0.592
F2 6.692 3.114 -0.523  -0.584
F3 6.951 4.082 -2.596  -0.581
F4 5.507 5.012 -1.064  -0.582

For the HOMO-LUMO gap, the calculation gives 0.3069 hartree. Its maximum force is 2.39 eV/Å. As for the net charge: -1. The value obtained for the relative energy (zero: lowest compared OMol25 entry of this formula, charge and spin) is 0.00 kcal/mol. For the LUMO energy, the calculation gives 2.177 eV. For the electronic energy, the calculation gives -37697.61518 eV.

=====

3.
Here is a molecular structure, C32H47AgAsN3OSb from OMol25. Energies are from wB97M-V/def2-TZVPD.

Last column: Löwdin charge in e.
Cartesian coordinates (Å):
Ag1 0.879 0.005 -0.230  0.427
C1 1.100 1.935 0.407  -0.268
C2 1.716 2.517 1.308  -0.301
C3 2.438 3.192 2.316  -0.233
C4 1.734 3.514 3.538  -0.187
C5 2.158 4.485 4.478  -0.069
C6 1.426 4.775 5.617  -0.134
C7 0.226 4.128 5.895  -0.154
C8 -0.227 3.187 4.975  -0.129
C9 0.496 2.889 3.835  -0.056
C10 3.835 3.464 2.056  -0.199
C11 4.329 3.471 0.725  -0.073
C12 5.665 3.668 0.434  -0.134
C13 6.606 3.862 1.445  -0.155
C14 6.153 3.839 2.759  -0.135
C15 4.815 3.646 3.061  -0.070
H1 3.056 5.055 4.285  0.089
H2 1.795 5.540 6.294  0.086
H3 -0.341 4.359 6.788  0.074
H4 -1.167 2.669 5.149  0.085
H5 0.114 2.158 3.133  0.074
H6 3.618 3.319 -0.078  0.091
H7 5.979 3.676 -0.605  0.086
H8 7.653 4.018 1.215  0.074
H9 6.860 3.960 3.575  0.086
H10 4.528 3.588 4.103  0.089
C16 1.433 -5.534 -1.495  -0.191
C17 0.569 -4.285 -1.373  -0.429
Sb1 1.569 -2.531 -0.631  1.353
C18 3.485 -2.811 -1.563  -0.447
C19 4.520 -3.567 -0.739  -0.196
C20 1.983 -3.044 1.411  -0.436
C21 2.147 -4.504 1.812  -0.193
H11 0.853 -6.375 -1.885  0.064
H12 1.848 -5.841 -0.533  0.043
H13 2.274 -5.377 -2.173  0.054
H14 -0.284 -4.445 -0.712  0.024
H15 0.158 -4.008 -2.347  0.042
H16 3.838 -1.800 -1.767  0.028
H17 3.309 -3.293 -2.528  0.037
H18 4.695 -3.061 0.211  0.056
H19 5.477 -3.614 -1.266  0.065
H20 4.207 -4.593 -0.529  0.045
H21 1.149 -2.581 1.940  0.023
H22 2.866 -2.449 1.650  0.027
H23 1.284 -5.111 1.519  0.043
H24 2.262 -4.595 2.896  0.068
H25 3.025 -4.962 1.354  0.048
C22 -4.194 2.882 -1.040  -0.363
As1 -2.455 1.955 -0.914  1.114
C23 -2.115 2.401 0.958  -0.363
C24 -3.128 0.085 -0.650  -0.374
C25 -4.308 -0.068 0.246  -0.341
C26 -5.605 -0.120 -0.269  -0.072
C27 -6.706 -0.245 0.566  -0.100
C28 -6.535 -0.322 1.941  -0.111
C29 -5.252 -0.274 2.470  -0.087
C30 -4.153 -0.150 1.634  -0.073
H26 -4.869 2.608 -0.228  0.010
H27 -4.673 2.671 -1.997  0.006
H28 -3.995 3.953 -0.988  0.011
H29 -3.038 2.389 1.538  0.016
H30 -1.655 3.387 0.998  0.025
H31 -1.383 1.707 1.367  -0.023
H32 -2.258 -0.443 -0.249  0.028
H33 -3.328 -0.325 -1.641  0.061
H34 -5.746 -0.056 -1.343  0.109
H35 -7.702 -0.280 0.139  0.096
H36 -7.394 -0.416 2.594  0.093
H37 -5.104 -0.332 3.542  0.101
H38 -3.152 -0.126 2.051  0.116
C31 -4.390 -4.338 1.563  -0.091
N1 -3.413 -3.385 1.094  0.031
C32 -2.076 -3.431 1.321  -0.613
N2 -1.620 -4.529 2.023  0.177
O1 -1.309 -2.573 0.897  -0.036
H39 -5.370 -4.027 1.209  0.085
H40 -4.440 -4.375 2.657  0.082
H41 -4.194 -5.343 1.183  0.082
H42 -3.727 -2.565 0.603  0.112
H43 -2.252 -5.041 2.614  0.079
H44 -0.680 -4.423 2.366  0.084
N3 4.011 -0.037 0.787  0.031
H45 3.274 0.459 1.292  -0.022
H46 4.140 0.551 -0.033  0.008
H47 4.853 0.099 1.340  0.018

For the HOMO-LUMO gap, the calculation gives 0.1432 hartree. Its maximum force is 0.35 eV/Å. As for the net charge: -1. The value obtained for the relative energy (zero: lowest compared OMol25 entry of this formula, charge and spin) is 16.91 kcal/mol. For the LUMO energy, the calculation gives 2.025 eV. For the electronic energy, the calculation gives -111838.84113 eV.

=====

4.
Here is a molecular structure, C5H12FeN4O7 at a distorted geometry from OMol25. Energies are from wB97M-V/def2-TZVPD.

Last column: natural (NBO) charge in e.
Cartesian coordinates (Å):
Fe1 2.504 -4.356 10.438  1.580
O1 3.793 -3.184 11.737  -0.960
C1 4.987 -3.867 11.682  -0.069
C2 5.418 -4.349 10.265  -0.046
O2 4.459 -5.010 9.537  -1.006
H1 5.109 -4.743 12.375  0.063
H2 5.796 -3.278 12.183  0.084
H3 6.313 -4.989 10.467  0.066
H4 5.883 -3.492 9.735  0.093
C3 0.623 -2.519 10.020  0.909
O3 0.447 -3.669 10.610  -0.953
O4 0.165 -1.418 10.482  -0.850
O5 1.828 -2.498 9.520  -0.915
C4 2.391 -6.137 13.033  0.790
O6 2.213 -5.870 11.866  -0.658
N1 2.199 -7.380 13.596  -0.864
N2 2.885 -5.196 13.867  -0.833
H5 1.828 -8.038 12.930  0.392
H6 1.863 -7.466 14.538  0.370
H7 2.959 -4.232 13.539  0.464
H8 2.820 -5.385 14.851  0.350
C5 1.925 -6.250 7.871  0.778
O7 1.788 -5.642 8.904  -0.642
N3 3.182 -6.579 7.467  -0.885
N4 0.884 -6.521 7.032  -0.864
H9 3.365 -7.296 6.792  0.355
H10 3.907 -6.122 8.034  0.478
H11 0.916 -7.021 6.166  0.370
H12 -0.019 -6.289 7.409  0.404

For the HOMO-LUMO gap (spin up / spin down), the calculation gives 0.1488 / 0.1510 hartree. Its spin multiplicity is 5. Its maximum force is 6.61 eV/Å. As for the net charge: -2. The value obtained for the relative energy (zero: lowest compared OMol25 entry of this formula, charge and spin) is 29.21 kcal/mol. As for the expectation value of S²: 6.01. For the LUMO energy (spin up / spin down), the calculation gives 5.078 / 5.074 eV. For the electronic energy, the calculation gives -60059.96149 eV.